This record from OMol25 describes a structure of composition C27H19N5O4ReS at a distorted geometry. The level of theory is ωB97M-V/def2-TZVPD.

Geometry (Å):
Re 0.50 0.59 0.46
O -2.84 0.26 2.82
C -1.90 0.10 2.11
N -1.12 1.12 1.50
C -1.34 2.50 1.85
O -2.15 2.91 2.62
C -0.39 3.36 1.08
C -0.06 4.63 1.22
C 0.96 5.20 0.28
C 1.76 4.41 -1.64
C 1.43 2.90 -1.71
N 0.30 2.62 0.10
C -1.43 -1.27 1.71
C -2.00 -2.42 2.20
C -1.50 -3.64 1.77
C -0.44 -3.67 0.87
C 0.08 -2.47 0.41
N -0.41 -1.30 0.83
H -0.52 5.23 1.99
H 1.31 6.16 0.62
H 2.43 4.78 -2.41
H 1.94 2.29 -2.45
H -2.83 -2.34 2.89
H -1.92 -4.57 2.14
H -0.03 -4.60 0.51
H 0.89 -2.44 -0.31
O 2.16 -0.24 1.60
S 2.84 1.12 1.70
O 2.34 1.93 2.77
N 2.29 1.53 0.20
C 1.75 2.81 -0.22
C 2.18 4.27 -0.12
C 0.55 5.31 -1.26
C -0.77 4.81 -1.78
C -1.06 3.50 -1.89
C -2.20 2.94 -2.57
C -2.33 1.60 -2.70
C -1.43 0.72 -2.02
N -0.36 1.11 -1.40
C -0.05 2.55 -1.39
C 4.56 1.09 1.73
C 5.21 1.94 2.62
C 6.59 1.94 2.62
C 7.29 1.11 1.75
C 6.62 0.27 0.87
C 5.24 0.25 0.85
H 3.16 4.51 0.29
H 0.68 6.34 -1.59
H -1.48 5.54 -2.16
H -2.95 3.61 -2.99
H -3.17 1.16 -3.23
H -1.68 -0.34 -1.94
H 4.64 2.55 3.31
H 7.13 2.58 3.30
H 8.37 1.12 1.76
H 7.18 -0.38 0.21
H 4.71 -0.41 0.18

Computed properties:
- ΔE to the lowest compared entry with this formula, charge and spin: 120.05 kcal per mole
- ⟨S²⟩: 0.758
- 2S+1: 2
- Frontier orbital gap (alpha / beta): 7.047 / 7.318 eV
- Net charge: +2
- E: -2090.8551 Eh
- HOMO (alpha / beta): -14.391 / -14.908 eV

This record from OMol25 describes a structure of composition C27H20AsF5N5O5PS6Zr. The level of theory is ωB97M-V/def2-TZVPD.

Geometry (Å):
Zr 0.54 1.43 -0.55
N 3.82 2.83 -3.24
C 2.77 2.95 -2.44
N 2.43 1.75 -2.00
C 3.34 0.92 -2.57
N 4.21 1.54 -3.34
C 3.40 -0.52 -2.32
C 4.21 -1.36 -3.09
N 4.30 -2.66 -2.84
C 3.59 -3.11 -1.81
C 2.78 -2.28 -1.05
N 2.68 -0.98 -1.31
H 4.35 3.56 -3.67
H 2.28 3.87 -2.18
H 4.78 -0.96 -3.92
H 3.65 -4.17 -1.59
H 2.21 -2.66 -0.22
O -0.20 -2.40 -2.23
C -0.43 -1.61 -1.33
O -0.06 -0.36 -1.34
C -1.19 -2.01 -0.08
P 0.01 -2.19 1.33
C -1.06 -1.91 2.79
C -0.67 -0.92 3.69
C -1.45 -0.63 4.80
C -2.62 -1.33 5.02
C -3.02 -2.32 4.13
C -2.24 -2.61 3.02
C 0.18 -4.02 1.38
C 0.46 -4.67 2.59
C 0.72 -6.03 2.62
C 0.71 -6.77 1.45
C 0.44 -6.14 0.24
C 0.18 -4.77 0.21
H -1.74 -2.93 -0.25
H -1.88 -1.21 0.20
H 0.23 -0.35 3.49
H -1.14 0.15 5.48
H -3.24 -1.11 5.88
H -3.94 -2.87 4.30
H -2.55 -3.38 2.33
H 0.47 -4.10 3.51
H 0.93 -6.51 3.57
H 0.92 -7.84 1.47
H 0.43 -6.70 -0.68
H -0.03 -4.29 -0.74
S 1.81 4.29 3.14
As 2.28 3.64 1.19
S 2.35 1.39 1.13
S 0.51 3.91 -0.16
S 3.99 4.41 0.21
C -2.38 2.97 1.73
S -2.06 1.48 0.85
O -1.85 1.80 -0.57
O -3.13 0.56 1.15
O -0.71 1.03 1.31
H -3.40 3.28 1.49
H -1.65 3.71 1.42
H -2.27 2.76 2.79
F -3.93 6.88 -2.52
C -3.11 5.82 -2.67
C -1.75 6.00 -2.80
F -1.24 7.25 -2.78
C -0.92 4.91 -2.97
F 0.38 5.17 -3.14
C -1.40 3.59 -2.99
S -0.33 2.22 -3.17
C -2.78 3.46 -2.91
F -3.36 2.27 -3.04
C -3.63 4.54 -2.74
F -4.96 4.37 -2.66

Computed properties:
- ΔE to the lowest compared entry with this formula, charge and spin: 0.00 kcal per mole
- Frontier orbital gap: 6.351 eV
- Net charge: -2
- E: -7203.9123 Eh
- HOMO: -2.379 eV

This record from OMol25 describes a structure of composition C27H20BrF6N4O8PbS2 at a distorted geometry. The level of theory is ωB97M-V/def2-TZVPD.

Geometry (Å):
Pb 1.25 0.35 -0.87
C 3.61 1.53 2.25
C 2.19 1.84 2.35
N 1.26 1.57 1.47
C 0.04 1.97 2.08
C 0.29 2.42 3.32
N 1.65 2.26 3.50
C -0.54 2.79 4.58
O -1.86 2.84 4.54
O 0.17 2.87 5.57
C -1.30 1.60 1.61
O -2.30 1.84 2.24
O -1.22 1.03 0.36
H 3.72 0.47 2.47
H 4.12 2.11 3.07
H 4.05 1.74 1.29
H 2.08 2.54 4.40
H -2.21 2.56 3.67
F 3.12 -2.40 2.67
C 3.26 -3.30 1.69
F 2.39 -4.22 1.81
F 4.49 -3.87 1.68
S 3.14 -2.63 0.01
O 3.09 -3.70 -0.91
O 1.91 -1.79 0.08
N 4.44 -1.71 -0.11
S 4.73 -0.49 -1.02
O 3.49 0.12 -1.53
O 5.58 0.51 -0.44
C 5.62 -1.41 -2.43
F 6.64 -2.03 -1.83
F 4.77 -2.27 -2.98
F 6.08 -0.51 -3.30
Br 0.51 0.57 -3.98
C 0.50 2.35 -3.29
C -0.32 3.27 -3.89
C -0.57 4.45 -3.20
C 0.19 4.73 -2.01
C 1.07 3.80 -1.54
N 1.18 2.60 -2.16
H -0.75 2.97 -4.87
H -1.23 5.24 -3.61
H 0.14 5.75 -1.61
H 1.65 3.96 -0.68
C -4.72 -2.97 -3.44
C -3.72 -3.39 -2.55
C -2.96 -2.46 -1.88
C -3.20 -1.10 -2.02
C -4.19 -0.71 -2.96
C -4.91 -1.59 -3.66
C -2.46 0.00 -1.34
C -2.02 0.03 -0.07
C -2.27 -0.93 0.97
C -3.51 -1.53 1.16
C -3.83 -2.32 2.23
C -2.87 -2.60 3.18
C -1.63 -2.07 3.02
C -1.34 -1.17 1.96
H -5.29 -3.65 -3.96
H -3.46 -4.51 -2.60
H -2.07 -2.76 -1.40
H -4.44 0.34 -3.06
H -5.69 -1.35 -4.36
H -2.10 0.78 -1.99
H -4.31 -1.48 0.39
H -4.81 -2.83 2.21
H -3.11 -3.15 4.08
H -0.88 -2.09 3.76
H -0.34 -0.79 1.89

Computed properties:
- ΔE to the lowest compared entry with this formula, charge and spin: 29.32 kcal per mole
- Frontier orbital gap: 7.529 eV
- Net charge: +1
- E: -6024.0550 Eh
- HOMO: -10.932 eV

This record from OMol25 describes a structure of composition C27H20Cl2KN8O2 at a distorted geometry. The level of theory is ωB97M-V/def2-TZVPD.

Geometry (Å):
K 0.03 0.04 0.03
Cl -3.78 0.00 -6.04
C -3.37 0.01 -4.34
C -2.04 0.01 -3.98
C -1.62 0.01 -2.64
N -0.31 0.01 -2.27
C 0.71 0.01 -3.11
O 0.74 0.00 -4.36
C 2.05 0.00 -2.41
C 3.20 0.00 -3.21
C 4.44 0.00 -2.62
C 4.52 0.00 -1.24
C 3.34 0.00 -0.52
N 2.14 0.00 -1.08
C -2.64 0.00 -1.62
C -3.98 0.00 -2.04
C -4.34 0.00 -3.37
Cl -6.03 0.01 -3.78
N -2.27 0.01 -0.31
C -3.11 0.01 0.71
O -4.35 0.01 0.74
C -2.40 0.01 2.05
C -3.21 0.00 3.19
C -2.63 0.00 4.44
C -1.24 0.00 4.52
C -0.52 0.01 3.34
N -1.08 0.02 2.14
H -1.28 0.01 -4.74
H 3.06 0.00 -4.28
H 5.34 0.00 -3.23
H 5.48 0.00 -0.73
H 3.34 -0.01 0.56
H -4.74 0.00 -1.28
H -4.28 0.00 3.05
H -3.23 -0.01 5.34
H -0.73 0.00 5.48
H 0.57 0.02 3.35
N -1.76 5.43 -1.29
C -0.83 4.69 -0.63
C -0.85 3.27 -0.65
N 0.04 2.58 0.02
C 0.95 3.25 0.73
C 0.95 4.63 0.77
N 0.07 5.36 0.09
H -2.33 4.96 -1.97
H -1.56 6.41 -1.40
H -1.59 2.72 -1.20
H 1.68 2.66 1.26
H 1.67 5.18 1.36
C -0.01 -5.31 0.08
C 0.13 -4.62 1.27
C 0.16 -3.23 1.21
N 0.08 -2.55 0.09
C -0.08 -3.21 -1.04
C -0.13 -4.60 -1.10
H -0.02 -6.40 0.07
H 0.21 -5.12 2.22
H 0.26 -2.63 2.11
H -0.16 -2.60 -1.93
H -0.25 -5.10 -2.04

Computed properties:
- ΔE to the lowest compared entry with this formula, charge and spin: 37.74 kcal per mole
- Frontier orbital gap: 5.451 eV
- Net charge: -1
- E: -3149.8606 Eh
- HOMO: -3.555 eV